64
Properties=species:S:1:pos:R:3:lowdin_spin:R:1 method="wB97M-V/def2-TZVPD" gap_ev="7.22 / 6.80" charge=0 total_energy_ev=-67742.2000 s_squared=0.758 e_lumo_ev="-0.43 / -0.98" homo_ha="-0.281 / -0.286" de_lowest_ev=0.775 spin_multiplicity=2
Ru 0.366 -0.619 0.624 0.7351
C -1.184 6.579 -2.022 0.0000
C -1.243 5.078 -1.973 0.0000
C -0.466 4.359 -1.073 0.0000
C -0.537 2.974 -1.010 -0.0002
C -1.390 2.296 -1.862 0.0006
C -2.170 2.994 -2.776 0.0002
C -2.095 4.374 -2.823 0.0001
S -1.589 0.530 -1.790 0.0037
O -2.572 0.257 -0.791 -0.0001
O -1.843 0.104 -3.142 0.0024
N -0.124 -0.022 -1.281 0.0262
C 0.911 -0.159 -2.214 -0.0046
C 0.959 0.300 -3.520 0.0124
C 2.083 0.083 -4.335 -0.0011
C 3.190 -0.587 -3.896 0.0104
C 3.207 -1.045 -2.563 -0.0008
C 4.303 -1.725 -1.998 0.0049
C 4.279 -2.112 -0.686 -0.0012
C 3.146 -1.808 0.077 0.0056
N 2.106 -1.181 -0.424 -0.0027
C 2.088 -0.810 -1.734 -0.0017
H -0.348 6.960 -1.437 0.0000
H -2.100 7.017 -1.620 0.0000
H -1.074 6.938 -3.046 0.0000
H 0.203 4.886 -0.403 0.0000
H 0.061 2.438 -0.285 -0.0003
H -2.821 2.452 -3.449 0.0000
H -2.705 4.916 -3.537 0.0000
H 0.117 0.818 -3.944 0.0007
H 2.050 0.463 -5.348 -0.0004
H 4.048 -0.756 -4.533 0.0006
H 5.166 -1.928 -2.621 0.0002
H 5.106 -2.633 -0.226 -0.0002
H 3.091 -2.074 1.125 0.0002
C 1.584 -1.774 6.059 0.0001
N 1.505 -1.099 4.783 0.0007
C 2.279 0.070 4.409 -0.0002
C 2.024 0.130 2.910 0.0010
O 2.429 0.966 2.138 0.0008
N 1.203 -0.925 2.563 0.0027
C 0.930 -1.601 3.676 0.0013
N 0.168 -2.692 3.696 0.0052
H 2.454 -1.403 6.596 0.0000
H 1.710 -2.849 5.920 0.0000
H 0.701 -1.589 6.674 0.0001
H 3.342 -0.050 4.625 0.0000
H 1.907 0.982 4.879 0.0000
H -0.291 -2.930 2.819 0.0065
H -0.228 -3.015 4.561 0.0003
N -1.565 1.180 2.369 0.0142
C -1.027 0.416 1.685 -0.0035
S -0.382 -2.676 0.462 0.1435
C -2.138 -2.689 0.214 0.0139
C -2.637 -3.390 -0.879 0.0095
C -4.007 -3.473 -1.076 -0.0001
C -4.872 -2.856 -0.184 0.0064
C -4.369 -2.152 0.901 -0.0008
C -3.003 -2.065 1.104 0.0071
H -1.953 -3.853 -1.579 0.0018
H -4.396 -4.007 -1.933 -0.0001
H -5.941 -2.908 -0.345 0.0004
H -5.041 -1.641 1.579 -0.0002
H -2.602 -1.466 1.914 -0.0005

=====

93
Properties=species:S:1:pos:R:3:mulliken_charge:R:1 method="wB97M-V/def2-TZVPD" gap_ev=4.19 charge=0 total_energy_ev=-73205.0358 e_lumo_ev=-0.55 homo_ha=-0.174 de_lowest_ev=7.637
P -0.546 -2.946 -2.472 1.2875
P -0.762 0.355 -4.068 0.2685
C -1.425 -2.185 -4.099 -1.5855
C -0.368 -1.342 -4.799 0.0204
H -2.408 -1.552 -3.998 0.4636
H -1.725 -3.115 -4.662 0.4046
H 0.686 -1.623 -4.550 0.0512
H -0.501 -1.356 -5.895 0.4902
C -1.913 1.066 -5.349 -1.3805
H -1.686 2.153 -5.325 0.3787
H -2.956 0.957 -5.049 0.3867
H -1.705 0.608 -6.334 0.3853
C 0.605 0.907 -5.245 -1.4788
H 0.407 0.372 -6.190 0.7212
H 1.597 0.620 -4.872 0.1689
H 0.581 2.019 -5.333 0.3537
C -1.767 -4.280 -2.301 -1.0852
H -1.802 -4.641 -1.244 0.3270
H -1.570 -4.969 -3.149 0.3766
H -2.736 -3.756 -2.482 0.2464
C 0.979 -3.693 -3.104 -1.6921
H 1.700 -2.962 -3.480 0.3221
H 0.730 -4.359 -3.951 0.3747
H 1.443 -4.313 -2.333 0.4823
Sr -1.853 -0.857 -1.644 1.1770
C 1.083 4.020 -3.745 -0.4448
C 0.065 3.618 -3.023 -0.2332
C 0.067 2.925 -1.640 -0.2287
C 0.993 1.676 -1.536 2.7550
C 2.476 1.660 -1.889 -0.8777
C 3.115 1.602 -3.098 -0.8900
C 3.419 2.919 -3.819 -0.4753
C 2.522 4.076 -3.390 -0.9120
C 0.012 -2.694 -0.727 -1.9043
H 0.871 4.440 -4.725 0.3582
H -0.907 3.517 -3.570 0.3627
H -1.010 2.571 -1.494 0.0822
H 0.265 3.598 -0.732 0.3647
H 0.876 1.238 -0.537 -0.8441
H 0.526 0.907 -2.199 -1.2397
H 3.087 1.477 -1.024 0.5143
H 3.693 0.706 -3.433 0.3757
H 3.375 2.824 -4.914 0.4060
H 4.464 3.165 -3.516 0.3360
H 2.644 4.187 -2.294 0.3635
H 2.991 4.998 -3.746 0.4870
H -0.860 -2.722 -0.023 0.3165
H 0.637 -1.778 -0.606 0.3593
H 0.683 -3.561 -0.582 0.3201
C -3.140 -3.340 2.679 -1.7237
C -2.671 -1.956 3.143 1.7437
C -3.748 -0.919 2.812 -1.2231
C -2.331 -1.928 4.630 -1.4244
O -1.441 -1.699 2.424 -0.6926
Si -0.521 -0.309 2.515 0.6456
S -1.067 0.803 0.922 -0.8383
O -0.647 0.421 3.986 0.1711
C -0.813 1.813 4.461 1.7569
C -2.192 2.307 4.053 -1.8181
C -0.704 1.792 5.982 -1.6299
C 0.294 2.691 3.897 -1.2654
O 0.978 -1.061 2.520 -0.2737
C 2.297 -0.693 2.964 1.8986
C 2.865 0.427 2.089 -1.3007
C 2.289 -0.281 4.433 -1.3929
C 3.130 -1.973 2.865 -1.8755
H -4.012 -3.669 3.255 0.4324
H -2.341 -4.079 2.809 0.3542
H -3.441 -3.306 1.621 0.2596
H -4.644 -1.071 3.433 0.4117
H -3.400 0.108 2.996 0.0754
H -4.052 -1.022 1.764 0.1817
H -1.384 -2.467 4.808 0.2345
H -2.207 -0.894 4.977 0.1038
H -3.146 -2.398 5.197 0.5530
H -2.966 1.684 4.518 0.3513
H -2.313 3.325 4.451 0.5553
H -2.308 2.324 2.961 0.1696
H 0.269 1.410 6.319 0.2974
H -0.820 2.821 6.351 0.4072
H -1.491 1.179 6.438 0.3471
H 1.275 2.376 4.273 0.3744
H 0.279 2.694 2.801 -0.0047
H 0.117 3.714 4.248 0.5586
H 2.271 1.345 2.189 0.1982
H 3.895 0.655 2.404 0.5497
H 2.874 0.141 1.029 0.1380
H 1.945 -1.113 5.058 0.3610
H 3.313 -0.011 4.741 0.4692
H 1.615 0.562 4.622 -0.0505
H 2.728 -2.717 3.569 0.4063
H 3.093 -2.402 1.859 0.3099
H 4.175 -1.765 3.127 0.3819

=====

13
Properties=species:S:1:pos:R:3:mulliken_charge:R:1 method="wB97M-V/def2-TZVPD" gap_ev=9.52 charge=0 total_energy_ev=-7796.8254 e_lumo_ev=0.76 homo_ha=-0.322 smiles="CC=C=O.C=N" de_lowest_ev=2.819
C 2.043 -0.532 -0.666 -1.1615
C 0.668 -0.306 -0.103 -0.3344
N -1.435 1.243 1.234 -0.4882
C -2.156 0.300 0.790 -0.4684
C -0.186 0.259 -0.931 0.7753
O -0.809 0.752 -1.789 -0.4112
H 2.801 -0.325 0.090 0.3278
H 2.217 0.148 -1.503 0.3182
H 2.170 -1.556 -1.024 0.2618
H 0.400 -0.645 0.888 0.2595
H -0.775 0.901 1.938 0.2636
H -2.852 0.515 -0.023 0.3382
H -2.085 -0.752 1.097 0.3195

=====

43
Properties=species:S:1:pos:R:3:lowdin_spin:R:1 method="wB97M-V/def2-TZVPD" gap_ev="5.82 / 6.17" charge=+1 total_energy_ev=-26954.6417 s_squared=8.811 e_lumo_ev="-3.80 / -5.37" homo_ha="-0.353 / -0.424" de_lowest_ev=7.467 spin_multiplicity=6
C 0.576 2.364 0.373 0.2460
C 0.973 2.004 -1.077 0.2875
C -0.196 1.645 -1.725 0.0995
H 1.995 1.897 -1.381 0.0115
C -1.296 1.833 -0.840 0.2340
C -0.820 2.209 0.434 0.0585
H -1.389 2.442 1.294 -0.0016
H 1.254 2.585 1.163 0.0100
H -0.223 1.332 -2.731 0.0014
H -2.323 1.679 -1.090 0.0104
C 1.382 -1.976 -0.193 0.0455
C 2.282 -0.940 -0.186 0.1876
C 2.123 -0.288 1.178 0.0992
H 2.883 -0.505 -0.934 0.0078
C 1.127 -0.996 1.892 0.0781
C 0.703 -2.049 1.050 0.0770
H -0.058 -2.762 1.296 0.0030
H 1.224 -2.596 -1.038 0.0008
H 2.699 0.589 1.575 0.0075
H 0.831 -0.784 2.874 0.0008
Ir -0.042 -0.025 -0.007 1.9198
O -1.153 -1.093 -0.951 0.4298
C -2.315 -0.992 -1.737 0.1142
C -3.538 -0.992 -0.907 0.5116
H -2.272 -0.097 -2.377 0.0179
H -2.315 -1.854 -2.421 0.0076
H -3.797 -0.029 -0.468 0.0256
H -6.186 -0.953 -0.834 0.0043
C -5.773 -1.941 -0.647 0.0974
C -4.353 -2.085 -0.658 0.0548
C -3.850 -3.403 -0.412 0.0944
H -2.777 -3.561 -0.399 0.0048
C -4.701 -4.462 -0.182 -0.0069
H -4.285 -5.447 0.003 -0.0024
C -6.083 -4.283 -0.186 0.1029
H -6.743 -5.124 -0.007 0.0059
C -6.609 -3.012 -0.422 -0.0086
H -7.683 -2.863 -0.426 -0.0024
C 3.032 1.732 0.517 0.0450
O 1.758 0.986 0.347 0.1101
H 3.214 2.317 1.463 0.0046
H 3.075 2.664 0.003 0.0016
H 3.838 1.200 0.056 0.0032

=====

50
Properties=species:S:1:pos:R:3:mulliken_charge:R:1 method="wB97M-V/def2-TZVPD" gap_ev=7.58 charge=0 total_energy_ev=-46143.5972 e_lumo_ev=-1.03 homo_ha=-0.316 de_lowest_ev=17.575
C 3.525 -3.902 1.261 -1.4113
C 2.407 -3.507 0.105 -0.2844
H 2.565 -3.953 -0.817 0.6756
H 1.445 -3.960 0.429 0.0925
O 2.461 -2.331 -0.285 -0.4077
C 1.891 -1.417 0.777 0.0380
C 1.318 -1.751 2.005 -0.7481
C 0.381 -0.867 2.626 -0.0068
C 0.449 0.463 2.316 -0.1258
C 1.217 0.936 1.127 -0.8388
C 1.672 -0.041 0.556 0.3688
H 2.220 0.103 -0.456 0.0948
H 1.318 1.881 0.708 0.5501
H -0.048 1.342 3.001 0.0827
S -0.600 -1.365 3.990 -0.2657
C -1.867 -1.957 3.216 -0.4829
C -2.017 -1.112 1.830 0.1274
N -2.589 0.062 2.004 -0.8528
O -2.739 0.671 0.705 -0.2898
C -1.971 -0.209 0.011 0.7905
C -1.747 -1.516 0.546 0.4356
C -1.083 -2.708 0.337 0.4000
O -1.127 -3.622 0.971 -0.4420
O -0.596 -2.731 -0.939 -0.6320
H -1.052 -2.074 -1.704 0.4131
C -1.789 0.255 -1.526 0.3851
O -1.022 -0.548 -2.415 -0.7952
N -2.345 1.456 -1.706 -0.1109
H -2.492 1.974 -0.935 0.3597
C -1.889 2.150 -3.011 -0.7456
H -3.023 2.458 -3.371 0.3266
H -1.565 1.265 -3.784 0.3406
C -1.018 3.316 -2.798 0.3384
H -0.894 3.816 -3.815 0.2693
C 0.499 2.812 -2.457 -1.3752
H 0.928 2.858 -3.197 1.2732
H 0.314 1.807 -2.045 -0.0394
C 0.992 4.106 -1.302 -0.9761
H 1.622 3.645 -0.741 0.6032
C -0.484 4.234 -0.577 -0.3545
H -0.396 5.408 -0.367 0.3274
O -1.361 4.142 -1.499 -0.4623
H -0.563 3.469 0.095 0.2884
H 1.338 4.781 -2.064 0.3711
H -2.890 -2.002 3.846 0.4097
H -1.757 -2.894 2.727 0.2831
H 1.134 -2.708 2.167 0.7564
H 3.619 -4.966 1.237 0.4558
H 4.333 -3.680 0.881 0.5374
H 3.279 -3.589 2.336 0.2528

=====

14
Properties=species:S:1:pos:R:3:mulliken_charge:R:1 method="wB97M-V/def2-TZVPD" gap_ev=9.56 charge=0 total_energy_ev=-8835.8808 e_lumo_ev=0.92 homo_ha=-0.317 smiles="C[C@H]1C=CNC1=O" de_lowest_ev=0.322
C 0.634 -0.348 1.771 -1.3192
C 0.268 -0.400 0.287 0.9077
C -1.198 -0.288 -0.043 -0.7297
C -1.321 0.279 -1.244 -0.4103
N -0.062 0.627 -1.758 -0.0567
C 0.914 0.525 -0.772 0.0059
O 2.032 0.984 -0.838 -0.6088
H 0.555 -1.361 2.185 0.3272
H -0.051 0.289 2.341 0.3487
H 1.659 -0.002 1.934 0.3334
H 0.627 -1.370 -0.095 0.1740
H -2.007 -0.565 0.619 0.3907
H -2.216 0.526 -1.800 0.4078
H 0.083 1.140 -2.613 0.2292

=====

19
Properties=species:S:1:pos:R:3:mulliken_charge:R:1 method="wB97M-V/def2-TZVPD" gap_ev=9.38 charge=0 total_energy_ev=-9472.7277 e_lumo_ev=0.74 homo_ha=-0.317 smiles="C=CC(=C)C.O.O" de_lowest_ev=2.408
C 0.275 0.166 0.827 -1.2116
C -0.251 -0.750 -0.291 1.0330
C -1.577 -0.893 -0.361 -0.8893
C 0.588 -1.940 -2.340 -0.8051
C 0.782 -1.255 -1.212 -0.2468
H 0.117 1.207 0.572 0.2787
H 1.325 -0.052 1.043 0.3437
H -0.228 0.013 1.795 0.3238
H -2.318 -0.487 0.288 0.2659
H -2.027 -1.608 -1.066 0.2201
H -0.349 -2.064 -2.864 0.2811
H 1.429 -2.549 -2.637 0.2362
H 1.776 -1.060 -0.800 0.2036
H -2.082 -0.331 3.994 0.3174
H -2.079 1.009 3.165 0.3159
O -1.595 0.468 3.803 -0.6545
H 1.659 3.682 -0.786 0.3176
H 2.491 2.373 -1.207 0.3147
O 1.786 2.979 -1.433 -0.6444

=====

37
Properties=species:S:1:pos:R:3:lowdin_spin:R:1 method="wB97M-V/def2-TZVPD" gap_ev="5.87 / 6.00" charge=+2 total_energy_ev=-65082.7006 s_squared=6.241 e_lumo_ev="-7.77 / -7.65" homo_ha="-0.501 / -0.501" spin_multiplicity=5
I -3.413 0.988 -5.654 0.0000
I -2.775 -1.621 -5.975 0.0002
Pm 0.089 -0.202 0.050 4.3519
P 2.117 0.569 -1.291 -0.0133
C 2.081 0.802 -3.060 0.0011
C 2.734 2.110 -0.496 -0.0023
H 3.723 2.317 -0.899 -0.0007
H 4.344 -0.347 -1.266 -0.0008
H 2.763 2.019 0.607 -0.0005
H 3.435 -0.909 0.200 0.0001
H 1.330 1.582 -3.302 0.0002
H 2.021 2.928 -0.729 0.0004
C 3.390 -0.705 -0.888 -0.0029
H 3.082 1.085 -3.403 -0.0001
H 3.093 -1.657 -1.374 0.0003
H 1.734 -0.136 -3.542 0.0001
P -2.178 -0.758 1.074 -0.0127
C -3.658 -0.975 0.100 0.0016
C -1.845 -2.321 1.998 -0.0040
H -1.605 0.673 3.010 -0.0006
H -3.335 0.140 2.983 -0.0007
H -2.739 1.459 1.887 0.0002
C -2.501 0.495 2.384 -0.0027
H -0.916 -2.251 2.598 0.0000
H -2.710 -2.524 2.624 -0.0010
H -4.484 -1.258 0.763 -0.0001
H -3.473 -1.747 -0.675 0.0001
H -1.680 -3.131 1.258 0.0002
H -3.874 -0.028 -0.438 0.0001
C -1.111 -0.085 -2.065 0.0134
O -1.662 -0.081 -3.065 0.0184
C 1.292 1.031 2.928 -0.0455
C 1.275 -0.216 2.195 -0.1787
O 1.624 -1.388 2.169 -0.1080
H 0.732 1.857 2.377 -0.0066
H 2.338 1.387 3.024 -0.0041
H 0.760 0.899 3.892 -0.0031